# 1
{
  "formula": "C9H25ClHoIO2P2",
  "method": "ωB97M-V with the def2-TZVPD basis set",
  "elements": ["Ho", "I", "Cl", "P", "P", "O", "O", "C", "C", "C", "C", "C", "C", "C", "C", "C", "H", "H", "H", "H", "H", "H", "H", "H", "H", "H", "H", "H", "H", "H", "H", "H", "H", "H", "H", "H", "H", "H", "H", "H", "H"],
  "xyz": [[0.1553, 0.4021, 0.0323], [1.3110, -1.3269, -1.7370], [1.3033, 2.4162, -0.8873], [1.9447, -0.0647, 2.2148], [-2.3158, 0.6363, -1.4208], [-0.9228, 1.9184, 1.4083], [0.7410, -4.7779, -1.7278], [-2.3675, 2.3801, -2.0173], [-2.3598, -0.2861, -3.0018], [2.8769, 1.4984, 2.4661], [1.5859, -0.5049, 3.9570], [1.4832, -4.3199, -2.5039], [3.2865, -1.2374, 1.7966], [2.4149, -4.1350, -3.5594], [-4.0436, 0.4628, -0.8458], [-2.1731, 2.2473, 2.0952], [-2.6922, 3.0339, -1.1975], [2.5050, -0.5787, 4.5595], [3.3071, -3.6522, -3.1197], [-1.3634, -0.2546, -3.4602], [2.2939, 2.1724, 3.1074], [-4.2140, -0.5802, -0.5459], [-3.0681, 2.4606, -2.8567], [1.0574, -1.4694, 3.9799], [3.8437, 1.2859, 2.9405], [3.5830, -1.0834, 0.7514], [-2.6072, -1.3344, -2.7870], [-4.7550, 0.7329, -1.6370], [-2.6908, 1.2998, 2.2734], [2.9002, -2.2602, 1.8932], [4.1494, -1.0968, 2.4640], [-1.9305, 2.7454, 3.0446], [-0.3644, 2.7214, 1.3099], [1.9538, -3.4305, -4.2761], [-1.3630, 2.6852, -2.3294], [-2.8025, 2.8738, 1.4430], [2.6941, -5.0885, -4.0685], [-3.1128, 0.1529, -3.6751], [0.9293, 0.2604, 4.3905], [-4.2060, 1.1065, 0.0308], [3.0323, 1.9890, 1.4960]],
  "forces_ev_per_angstrom": [[-0.3, 1.7, 0.5], [0.6, -1.2, -1.0], [-0.4, -0.6, 0.4], [1.1, 0.0, 1.1], [-1.0, 0.5, -0.9], [0.2, 0.6, 0.1], [3.6, 2.4, -3.8], [0.4, -0.1, 0.2], [0.2, -0.2, 0.1], [-0.2, 0.2, -0.4], [-0.5, -0.3, -0.1], [-3.9, -3.1, 3.9], [-0.2, -0.1, -0.3], [0.7, 0.6, -0.7], [0.1, -0.4, 0.5], [0.0, 0.0, -0.1], [0.1, -0.1, -0.2], [-0.3, 0.1, -0.3], [-0.2, -0.1, -0.2], [-0.3, 0.0, 0.0], [0.2, -0.1, -0.1], [-0.1, 0.3, -0.1], [0.1, 0.0, 0.2], [0.2, 0.3, 0.1], [-0.3, 0.1, -0.1], [0.1, 0.0, 0.3], [0.0, 0.2, -0.2], [0.3, 0.0, 0.2], [0.2, 0.2, 0.1], [0.2, 0.2, 0.0], [-0.3, 0.0, -0.2], [-0.2, -0.2, -0.4], [-0.5, -0.3, 0.1], [0.2, -0.2, 0.2], [-0.2, 0.1, 0.0], [0.4, -0.1, 0.3], [-0.4, 0.4, 0.6], [0.3, -0.2, 0.2], [0.2, -0.2, 0.0], [0.0, -0.2, -0.3], [0.1, 0.0, 0.3]],
  "orbital_gap_ev": [7.874, 7.887],
  "total_charge": 2,
  "multiplicity": 5
}

=====

# 2
{
  "formula": "C9H25N3O7Y",
  "method": "ωB97M-V with the def2-TZVPD basis set",
  "elements": ["Y", "O", "O", "O", "O", "O", "O", "O", "N", "N", "N", "C", "C", "C", "C", "C", "C", "C", "C", "C", "H", "H", "H", "H", "H", "H", "H", "H", "H", "H", "H", "H", "H", "H", "H", "H", "H", "H", "H", "H", "H", "H", "H", "H", "H"],
  "xyz": [[19.6993, 5.6590, -19.9626], [15.8968, 4.0242, -18.9716], [23.5956, 3.9936, -20.9427], [20.7255, 2.1811, -17.8406], [17.7005, 8.2543, -20.6912], [19.6909, 6.9130, -16.9376], [18.7627, 3.9407, -22.6479], [21.6978, 8.1940, -20.7243], [20.5898, 0.0482, -17.1488], [25.7162, 3.3863, -20.3459], [13.5519, 3.7882, -18.6895], [25.3228, 1.9615, -20.2237], [24.7608, 4.2665, -20.6576], [20.8469, 1.3608, -16.9809], [13.1948, 5.1529, -18.3630], [14.8082, 3.3860, -18.9188], [20.1291, -0.6034, -18.3633], [12.4124, 2.8946, -18.9764], [27.1176, 3.7924, -20.0027], [20.5930, -0.7419, -16.0205], [17.2587, 8.5871, -21.4965], [14.0952, 5.7159, -18.1174], [24.3520, 1.8536, -20.7073], [12.7526, 5.6005, -19.2530], [21.2502, 1.5406, -15.9723], [12.4387, 5.1751, -17.5782], [27.8082, 3.1331, -20.5287], [20.3857, 0.0747, -19.1772], [25.9763, 1.3268, -20.8222], [12.7519, 1.8998, -19.2649], [11.7094, 2.8899, -18.1434], [19.5914, -1.0667, -15.7385], [20.6292, -1.5622, -18.5000], [14.8189, 2.3137, -19.1682], [22.1978, 8.3553, -21.5480], [25.1573, 5.2936, -20.6567], [21.1434, -1.6305, -16.3298], [25.3545, 1.6276, -19.1865], [27.3232, 3.6914, -18.9371], [18.2040, 3.6094, -23.3777], [21.0294, -0.3511, -15.1013], [19.7550, 6.5853, -16.0194], [11.8995, 3.4160, -19.7845], [27.3949, 4.8122, -20.2695], [19.0409, -0.6300, -18.4190]],
  "forces_ev_per_angstrom": [[-0.9, 3.8, -1.0], [-3.3, -1.1, 0.7], [1.0, 0.2, 0.4], [-0.1, 1.5, -0.9], [0.5, -1.0, 0.4], [0.1, -0.9, -1.2], [0.6, 0.4, 1.1], [-0.5, -1.4, 0.2], [-0.1, 1.0, -0.6], [1.3, -1.0, 0.6], [-0.4, -0.3, 0.7], [0.6, 0.6, -0.7], [-1.2, 0.7, -0.5], [0.2, -0.7, -0.3], [0.2, 0.1, -0.6], [3.2, 0.6, -1.0], [0.2, 1.8, -0.5], [0.6, 1.4, -0.1], [-0.8, -0.7, -0.2], [0.0, -2.7, 1.5], [0.5, -0.8, 0.3], [-0.1, -0.1, 0.2], [-0.1, 0.1, 0.6], [-0.1, 0.3, -0.1], [-0.1, 0.4, 0.1], [0.2, 0.0, 0.2], [0.0, -0.1, -0.1], [0.2, -0.2, -0.2], [0.4, 0.1, 0.1], [-0.1, 0.2, 0.1], [0.2, -0.3, 0.2], [-0.3, -0.1, 0.0], [-0.3, 0.0, 0.1], [0.1, -0.1, 0.1], [-0.5, -0.6, 0.4], [-0.3, 0.1, -0.1], [0.1, -0.5, 0.7], [-0.2, 0.0, 0.0], [-0.2, -0.1, 0.1], [0.2, 0.5, 0.9], [0.3, 0.4, -0.4], [0.0, -0.2, -0.9], [-0.3, -0.5, -0.4], [-0.6, 0.0, -0.2], [-0.1, -0.6, 0.3]],
  "orbital_gap_ev": 5.624,
  "total_charge": -1,
  "de_lowest_ev": 12.822
}

=====

# 3
{
  "formula": "C9H25N4",
  "method": "ωB97M-V with the def2-TZVPD basis set",
  "elements": ["N", "N", "N", "N", "C", "C", "C", "C", "C", "C", "C", "C", "C", "H", "H", "H", "H", "H", "H", "H", "H", "H", "H", "H", "H", "H", "H", "H", "H", "H", "H", "H", "H", "H", "H", "H", "H", "H"],
  "xyz": [[-0.1034, 0.0578, -0.5482], [-0.3903, 2.7506, -0.1577], [1.4214, 0.8326, 0.9771], [0.2473, -1.2894, -0.3248], [1.7316, -1.6579, -0.5172], [-1.4728, -3.2036, -0.1459], [-0.9340, 0.6576, 1.7011], [-1.8500, 2.8421, -0.3945], [0.4043, 0.6359, -1.7723], [0.0529, 0.9164, 0.5884], [0.1676, 3.7251, 0.7405], [-0.7518, -2.2756, -1.0812], [1.9974, -2.9526, 0.3192], [2.2074, -2.7314, 1.4125], [1.1891, 3.4746, 0.6543], [2.3815, -0.7643, -0.2451], [-1.1369, 1.6629, 2.1559], [-0.0932, -1.4801, 0.6634], [2.0091, -1.8578, -1.5248], [-1.3636, -1.6131, -1.6210], [2.9001, -3.3510, -0.0728], [-0.8779, -3.8759, 0.4358], [-0.3701, 0.3935, -2.5909], [-1.9014, 0.3301, 1.2062], [-2.3613, 2.4664, 0.5359], [0.2219, 1.7459, -1.7233], [-0.0721, 4.6522, 0.2559], [-2.0913, -2.6130, 0.4425], [1.2025, -3.7397, 0.1587], [-0.2192, 3.8240, 1.7266], [-2.1872, 2.2679, -1.2959], [-0.0697, -2.8920, -1.6522], [1.4893, 1.0236, 1.9616], [-0.5363, -0.1242, 2.4748], [1.4095, 0.5341, -2.0205], [-2.1647, -3.8509, -0.6504], [1.9475, 1.5209, 0.4843], [-2.0329, 3.9584, -0.5558]],
  "forces_ev_per_angstrom": [[-1.2, 1.4, -1.3], [-0.5, -3.7, 0.3], [-0.9, 0.7, 1.1], [-0.7, -1.2, 1.0], [0.4, 0.0, 2.1], [0.0, 0.1, -0.6], [-0.5, -0.3, 0.1], [0.6, 0.5, 0.9], [-4.0, 1.3, -1.8], [-0.1, 1.7, -0.4], [-0.9, -0.7, -1.4], [2.6, -0.8, 0.7], [-0.6, 0.9, 0.6], [-0.7, -0.3, -1.2], [1.4, 0.7, 0.7], [-1.2, -1.4, 0.2], [0.2, -1.1, 0.2], [1.3, 0.4, -1.0], [-0.8, -0.2, -1.1], [-0.8, 0.5, -0.9], [0.9, -0.6, -0.2], [0.7, 0.0, 0.4], [1.8, -0.3, 0.6], [1.1, 0.2, 0.9], [-0.2, 0.7, -1.0], [0.4, -1.1, 0.4], [0.4, 0.8, -0.2], [-1.2, 0.9, 1.7], [0.9, 1.0, 0.4], [-0.3, -0.4, 1.2], [0.5, 0.4, 0.8], [-0.1, 0.3, -0.9], [0.4, 0.3, 0.4], [-0.9, 1.5, -1.2], [1.8, -0.8, -0.5], [-0.2, -0.2, -0.8], [0.8, 0.4, -0.4], [-0.2, -1.5, 0.2]],
  "orbital_gap_ev": 9.280,
  "total_charge": 1,
  "de_lowest_ev": 1.637
}

=====

# 4
{
  "formula": "C9H25O11Tl",
  "method": "ωB97M-V with the def2-TZVPD basis set",
  "elements": ["Tl", "O", "O", "O", "O", "O", "O", "O", "O", "O", "O", "O", "C", "C", "C", "C", "C", "C", "C", "C", "C", "H", "H", "H", "H", "H", "H", "H", "H", "H", "H", "H", "H", "H", "H", "H", "H", "H", "H", "H", "H", "H", "H", "H", "H", "H"],
  "xyz": [[0.1316, -0.3587, 0.8956], [-0.0298, -1.1394, -1.9558], [0.7018, -3.3450, 0.6909], [-2.6588, 0.5094, 1.4839], [-1.9761, -1.9596, -0.1414], [-1.8612, 1.2547, -1.1017], [1.0583, 2.6589, -2.5783], [-0.4347, 2.3841, 1.8525], [2.0859, 1.4721, 2.1472], [2.7102, -1.4897, 0.0169], [1.7757, 1.2114, -0.9763], [3.1849, 2.2329, -2.2937], [-3.2418, 1.3608, -0.7159], [1.8677, 2.8341, 2.5248], [-0.7376, -2.3747, -2.1468], [-2.1307, -2.1965, -1.5425], [-3.3135, 1.6008, 0.7934], [0.6436, 3.3399, 1.8259], [2.0341, 2.0241, -1.9008], [2.0990, -3.6363, 0.7694], [2.8495, -2.8717, -0.2866], [0.8052, 3.4429, 0.7516], [2.3287, -3.0489, -1.2311], [-2.6955, -1.4064, -2.0397], [0.3058, 4.3091, 2.1926], [-4.3132, 1.7370, 1.2084], [2.5552, 0.9790, 2.8288], [-2.8551, -1.8450, 0.2362], [1.7886, 3.1499, -3.0379], [-0.8631, -2.6664, -3.1890], [-3.6880, 0.3831, -0.9239], [3.3424, -0.9813, -0.5025], [1.6995, 2.8694, 3.6049], [-3.2284, 0.2937, 2.2290], [2.2594, -4.7152, 0.7226], [-3.8170, 2.0300, -1.3547], [-1.7811, 1.7097, -1.9459], [-0.3301, -3.2085, -1.5730], [-2.6609, -3.1504, -1.6045], [3.8805, -3.2217, -0.3344], [-2.8088, 2.5057, 1.1350], [0.6516, -1.1726, -2.6374], [-0.8577, 2.4934, 2.7141], [2.4520, -3.3655, 1.7694], [2.8080, 3.3682, 2.3760], [0.2641, -4.0013, 1.2445]],
  "forces_ev_per_angstrom": [[-0.1, 0.7, -1.7], [0.1, -0.8, -0.3], [-0.1, 0.4, -0.1], [-0.1, -0.3, -0.1], [0.5, 0.4, 0.4], [-0.4, 0.4, 0.1], [2.0, -0.3, 0.9], [0.3, 0.3, 0.6], [-0.1, -0.6, -0.7], [0.2, 0.5, 0.5], [0.6, -0.7, 0.9], [0.5, -0.9, 1.2], [0.1, -1.0, 0.5], [0.3, -0.9, 1.6], [-1.7, 0.0, 1.0], [0.4, -0.5, -0.3], [0.2, 0.7, 0.1], [-0.5, -0.2, -1.8], [-1.9, 0.2, -1.1], [0.4, -0.2, 0.9], [-1.2, -0.5, -0.2], [0.3, 0.2, 0.1], [0.3, -0.2, -0.2], [0.0, 0.1, 0.1], [0.1, 0.0, 0.2], [-0.3, -0.4, -0.5], [0.1, 0.2, 0.1], [0.0, 0.3, 0.2], [-1.6, 1.1, -1.2], [0.2, 0.2, -0.1], [-0.2, -0.1, 0.2], [-0.1, 0.2, 0.0], [-0.1, 0.0, 0.1], [0.2, -0.2, 0.1], [0.0, 0.0, -0.5], [0.2, 0.6, 0.4], [0.3, 0.0, 0.0], [0.7, 0.1, -0.2], [-0.1, 0.0, -0.4], [0.1, 0.3, 0.0], [0.3, 0.1, -0.7], [0.3, 0.4, 0.3], [-0.2, -0.3, 0.0], [0.2, 0.2, -0.1], [-0.3, 0.4, -0.6], [-0.3, 0.1, 0.0]],
  "orbital_gap_ev": 3.648,
  "total_charge": 2
}

=====

# 5
{
  "formula": "C9H26ClINO2P2Pm",
  "method": "ωB97M-V with the def2-TZVPD basis set",
  "elements": ["Pm", "I", "Cl", "P", "P", "O", "O", "N", "C", "C", "C", "C", "C", "C", "C", "C", "C", "H", "H", "H", "H", "H", "H", "H", "H", "H", "H", "H", "H", "H", "H", "H", "H", "H", "H", "H", "H", "H", "H", "H", "H", "H", "H"],
  "xyz": [[-0.5190, -2.4799, 1.3147], [0.8775, 2.2418, 2.2234], [0.8742, -0.7325, -0.9471], [0.1855, -4.0233, -0.5292], [0.1044, 3.1841, -0.2541], [-1.6506, -0.2676, 1.9712], [-0.5644, -1.7186, 3.3889], [-1.8399, -0.9670, 5.6092], [-0.1905, -4.8765, 1.1529], [-0.8999, 3.9550, -1.6934], [-1.3346, -0.6248, 3.1628], [-1.0407, -4.3374, -1.7984], [-0.3825, 4.2756, 1.0036], [1.9705, -3.9766, -0.7801], [1.6912, 3.7242, -1.2738], [-1.3068, 2.1358, -0.3401], [-1.8237, 0.0647, 4.4617], [-2.0771, -4.2328, -1.4248], [1.9979, 3.0231, -2.0742], [1.2938, 4.6921, -1.6947], [0.4229, 4.4242, 1.6885], [-0.5429, 5.1953, 0.5219], [-1.2783, 0.9599, 4.8679], [-1.2989, 3.9156, 1.4363], [-0.8451, -3.5980, -2.6089], [-0.6613, 4.9993, -1.6603], [2.4870, -3.7124, 0.1725], [-0.1393, -5.9249, 0.8328], [-1.2237, 2.0305, -1.4107], [0.5573, -4.6449, 1.9524], [2.1998, -4.9816, -1.1316], [-1.1690, 1.2482, 0.2997], [-2.6055, -1.7420, 5.5848], [-2.8875, 0.3260, 4.4413], [-0.7994, 3.3847, -2.6484], [-1.1721, -1.6411, 5.1843], [-2.2135, 2.7278, -0.2660], [-1.6647, -0.7231, 6.6175], [2.1293, -3.1174, -1.4772], [-1.9771, 4.0883, -1.4968], [-0.8494, -5.3599, -2.0996], [-1.2272, -4.7251, 1.5644], [2.4570, 4.0004, -0.5391]],
  "forces_ev_per_angstrom": [[0.1, 5.5, -1.0], [1.6, -3.3, 1.5], [-0.9, -1.3, 1.4], [0.1, 1.4, 0.8], [-1.0, 2.1, -2.7], [0.6, -1.8, 4.0], [-1.6, 2.1, 0.9], [-0.3, -3.3, -0.8], [-0.1, -1.9, -1.1], [-0.5, 1.6, -0.1], [0.6, -0.1, -2.1], [0.3, -0.6, -0.4], [0.3, 2.7, -0.1], [-0.3, -0.2, -0.2], [-0.8, 0.3, 1.0], [0.6, -3.4, 0.2], [-1.6, 0.6, 1.5], [0.6, 0.0, -0.1], [-0.2, 0.3, 0.8], [0.5, -1.3, 0.3], [-0.3, 0.7, 0.4], [-0.7, 1.7, -0.6], [0.0, -0.9, -1.1], [0.0, -0.1, 0.3], [-0.1, -0.6, 0.5], [0.8, 0.7, -1.2], [-0.4, -0.4, -0.6], [0.1, 0.0, 0.9], [-0.7, -2.1, -0.2], [-0.2, -0.5, -0.6], [1.0, 0.3, -0.2], [-0.7, 0.2, -0.6], [0.4, 2.5, 0.2], [0.3, 0.4, -0.9], [0.3, 1.0, 0.5], [1.3, 0.3, 1.0], [0.3, -0.2, 0.9], [0.1, 0.1, -1.4], [0.0, -0.8, 0.3], [0.3, -0.7, 0.0], [-0.5, -0.2, -0.8], [0.6, -0.4, -0.4], [0.1, -0.6, -0.3]],
  "orbital_gap_ev": [4.268, 4.600],
  "total_charge": 2,
  "multiplicity": 5
}

=====

# 6
{
  "formula": "C9H26IN2O3",
  "method": "ωB97M-V with the def2-TZVPD basis set",
  "elements": ["I", "O", "O", "O", "N", "N", "C", "C", "C", "C", "C", "C", "C", "C", "C", "H", "H", "H", "H", "H", "H", "H", "H", "H", "H", "H", "H", "H", "H", "H", "H", "H", "H", "H", "H", "H", "H", "H", "H", "H", "H"],
  "xyz": [[-1.0138, 2.3058, -0.5985], [4.7885, 2.2525, -0.3352], [-4.1411, -2.2110, -2.0986], [-0.3060, 1.3087, 2.9613], [2.3773, 1.2723, -1.1730], [-2.0681, -1.0841, 0.7470], [-2.9911, -1.6698, -1.4381], [6.1547, 2.4414, -0.6913], [2.2230, -0.3962, 0.6179], [-4.4791, -0.5275, 0.4691], [4.4234, 0.9982, 0.2710], [-0.7715, 0.2384, 3.6622], [-4.2175, -1.8630, -3.4731], [-3.3325, -1.4498, 0.0891], [2.8767, 0.9231, 0.2377], [-0.0407, 0.1960, 4.4698], [6.7572, 2.1837, 0.1797], [2.6225, -1.2831, 0.1259], [-1.7623, 0.3165, 4.1097], [-3.3715, -2.3258, -3.9813], [6.3894, 3.4304, -1.0848], [2.5373, 0.4295, -1.7060], [6.3558, 1.6924, -1.4573], [-3.5053, -2.4279, 0.5380], [-4.0377, 0.3453, 0.9503], [4.7631, 1.0743, 1.3039], [-2.1468, -2.3001, -1.7172], [-0.6734, -0.6127, 2.9883], [1.3685, 1.2836, -1.1266], [-4.9147, -0.0746, -0.4215], [-0.7331, 1.3626, 2.1033], [-1.3155, -1.7531, 0.6697], [-4.0311, -0.8019, -3.6391], [-5.1518, -2.2167, -3.9090], [1.1524, -0.3550, 0.4172], [-5.1536, -1.0506, 1.1470], [4.9576, 0.1614, -0.1790], [-2.6582, -0.7671, -1.9504], [2.3428, -0.5547, 1.6896], [2.4764, 1.7146, 0.8712], [-1.7504, -0.2063, 0.3614]],
  "forces_ev_per_angstrom": [[-0.3, -0.1, 0.1], [-0.1, 0.6, -0.2], [-0.6, 0.4, -0.3], [0.2, 2.2, -0.8], [1.2, -0.5, 1.1], [-0.4, 0.8, 0.6], [-1.3, 0.3, -0.2], [-0.9, -1.8, 0.5], [0.4, -0.1, 1.1], [1.0, 0.7, -0.6], [-0.2, 1.4, 0.0], [1.0, -1.1, 0.5], [1.0, -0.3, 0.5], [2.4, -1.7, -0.7], [-0.7, 0.3, -2.4], [-0.2, -0.7, 0.4], [0.5, 0.3, 0.1], [0.2, 0.1, -0.3], [-0.3, 0.1, -0.2], [0.0, -0.4, -0.4], [-0.5, 0.0, 0.3], [0.3, -0.3, -0.4], [0.5, 0.0, -0.3], [-0.5, -0.3, -0.5], [0.0, -0.1, 0.4], [0.0, -0.4, 0.4], [0.3, -0.7, 1.0], [-0.5, -0.7, 0.6], [-0.5, 0.5, 0.2], [-0.6, -0.5, 0.0], [-0.1, 0.3, -0.5], [-0.2, -0.2, -0.3], [-0.5, 0.3, 0.1], [0.0, 0.1, 0.2], [0.0, 0.2, 0.0], [-0.3, 0.4, -0.3], [-0.2, -0.2, -0.4], [-0.5, 0.9, 0.4], [-0.1, -0.2, 0.2], [0.1, 0.0, 0.1], [0.3, 0.4, -0.1]],
  "orbital_gap_ev": 7.317,
  "total_charge": -1,
  "de_lowest_ev": 1.517
}

=====

Record-wise max |F| values, in eV/A: 6.3; 4.0; 4.6; 2.3; 5.6; 3.1
Record-wise E values, in eV: -78821.2587; -29575.4413; -15688.1020; -36931.9631; -71074.4550; -26978.3622